No. 1
The following is a DFT calculation (ωB97M-V/def2-TZVPD) of 2 unconnected molecules or ions with the total composition C5H6ClNOS in a non-equilibrium geometry.

The geometry in XYZ format:
```
15
C5H6ClNOS | the Open Molecules 2025 dataset | ωB97M-V/def2-TZVPD
C -0.173 1.797 1.234
C 0.789 1.588 0.131
N 1.373 1.408 -0.857
S 2.157 1.300 -2.192
H -0.525 2.806 1.367
H 0.477 1.391 1.958
H -0.956 0.922 1.014
C -1.149 -1.412 -1.035
C -0.246 -1.628 0.129
Cl -0.920 -1.451 1.796
C 1.045 -1.305 0.200
O 2.225 -1.281 0.271
H -1.971 -0.710 -0.780
H -1.629 -2.340 -1.308
H -0.496 -1.086 -1.927
```

## Properties
- structure (SMILES) = CC#[N+][S-].CC(Cl)=C=O
- E (hartree) = -1182.36724
- energy relative to the best compared isomer or geometry (same formula, charge and spin) (kJ/mol) = 222.5
- HOMO-LUMO gap (eV) = 8.17
- lowest unoccupied orbital energy (eV) = -0.032

Here are the natural (NBO) charges for atoms 1 to 6, given in e: -0.70, 0.36, -0.42, -0.05, 0.26, 0.26

---

No. 2
The following is a DFT calculation (ωB97M-V/def2-TZVPD) of a molecular structure, C5H6CuLiO4 in a non-equilibrium geometry.

The geometry in XYZ format:
```
17
C5H6CuLiO4 | the Open Molecules 2025 dataset | ωB97M-V/def2-TZVPD
O -2.545 0.195 0.392
C -1.926 -0.200 1.423
O -2.442 -0.800 2.357
O -0.556 -0.046 1.344
C 0.197 -0.496 2.379
C 1.599 -0.016 2.356
Li -4.227 -0.573 1.448
H 0.006 -1.552 2.608
H 0.502 0.390 3.329
H 2.160 -0.512 3.158
H 1.688 1.031 2.051
Cu -1.994 0.968 -1.206
C 2.570 -0.805 0.867
C 3.932 -0.587 0.936
O 5.045 -0.391 1.044
H 2.143 -0.308 -0.014
H 2.359 -1.883 0.861
```

## Properties
- spin multiplicity = 3
- E (hartree) = -2142.32380
- total charge = +2
- energy relative to the best compared isomer or geometry (same formula, charge and spin) (kJ/mol) = 101.2
- <S²> = 2.001
- HOMO-LUMO gap (spin up / spin down) (eV) = 7.97 / 6.68
- lowest unoccupied orbital energy (spin up / spin down) (eV) = -7.302 / -10.737

Here are the natural (NBO) charges for atoms 1 to 6, given in e: -0.92, 0.99, -0.68, -0.53, -0.02, -0.34

---

No. 3
The following is a DFT calculation (ωB97M-V/def2-TZVPD) of C5H6F2 in the gas phase in a non-equilibrium geometry.

The geometry in XYZ format:
```
13
C5H6F2 | the Open Molecules 2025 dataset | ωB97M-V/def2-TZVPD
C 0.889 -0.043 -1.145
C 1.629 0.089 0.165
C -1.096 0.644 0.535
C -1.614 -0.697 0.672
C 0.356 0.719 -0.058
F -1.962 1.478 -0.215
F -1.778 -1.528 -0.393
H 1.253 0.390 -2.018
H 0.550 -0.963 -1.428
H 1.662 -0.775 0.649
H 2.521 0.854 0.209
H -0.877 1.220 1.542
H -1.532 -1.387 1.487
```

## Properties
- E (hartree) = -393.63502
- energy relative to the best compared isomer or geometry (same formula, charge and spin) (kJ/mol) = 437.8
- HOMO-LUMO gap (spin up / spin down) (eV) = 8.64 / 8.62
- lowest unoccupied orbital energy (spin up / spin down) (eV) = -0.180 / -0.203

Here are the natural (NBO) charges for atoms 1 to 6, given in e: -0.49, -0.46, 0.03, 0.24, 0.10, -0.36

---

No. 4
The following is a DFT calculation (ωB97M-V/def2-TZVPD) of a gas-phase ion, C5H6F3N2 (charge +1) in a non-equilibrium geometry.

The geometry in XYZ format:
```
16
C5H6F3N2 | the Open Molecules 2025 dataset | ωB97M-V/def2-TZVPD
N 3.198 -0.555 -1.332
N 2.475 -0.198 -0.477
C 1.589 0.362 0.201
C 0.194 -0.312 0.356
C -0.698 0.203 1.483
F -1.346 -0.611 2.208
C -0.994 0.530 0.011
F -0.821 1.924 -0.282
C -2.134 -0.114 -0.746
F -1.611 -0.764 -1.922
H 3.937 -1.208 -1.016
H 1.590 1.340 0.574
H 0.245 -1.435 0.083
H -0.203 1.028 2.005
H -2.795 0.677 -1.121
H -2.624 -0.865 -0.024
```

## Properties
- structure (SMILES) = N=[N+]=C[C@H]1[C@H](F)[C@]1(F)CF
- E (hartree) = -602.79595
- total charge = +1
- energy relative to the best compared isomer or geometry (same formula, charge and spin) (kJ/mol) = 373.7
- HOMO-LUMO gap (eV) = 8.91
- lowest unoccupied orbital energy (eV) = -6.235

Here are the natural (NBO) charges for atoms 1 to 6, given in e: -0.07, 0.09, 0.14, -0.34, 0.23, -0.27

---

No. 5
The following is a DFT calculation (ωB97M-V/def2-TZVPD) of 2 unconnected molecules or ions with the total composition C5H6F3N3O in a non-equilibrium geometry.

The geometry in XYZ format:
```
18
C5H6F3N3O | the Open Molecules 2025 dataset | ωB97M-V/def2-TZVPD
C 1.304 0.905 -0.130
C 1.372 -2.280 0.980
C 2.043 2.018 0.330
C -1.730 0.017 -1.292
C -2.231 0.239 0.107
N 0.415 0.505 -0.830
N 0.981 -3.302 0.518
N -0.301 -0.290 -1.393
O 1.788 -1.240 1.373
F -1.570 1.267 0.637
F -3.547 0.410 0.351
F -1.998 -0.826 0.908
H 1.666 2.299 1.298
H 1.993 2.876 -0.309
H 3.126 1.796 0.478
H -2.088 0.817 -2.031
H -2.240 -0.888 -1.694
H 1.018 -4.324 0.698
```

## Properties
- E (hartree) = -733.12613
- energy relative to the best compared isomer or geometry (same formula, charge and spin) (kJ/mol) = 35.0
- HOMO-LUMO gap (eV) = 8.58
- lowest unoccupied orbital energy (eV) = 0.628

Here are the natural (NBO) charges for atoms 1 to 6, given in e: 0.28, 0.87, -0.70, -0.35, 0.95, -0.02

---

No. 6
The following is a DFT calculation (ωB97M-V/def2-TZVPD) of a molecular structure, C5H6F4N2 in a non-equilibrium geometry.

The geometry in XYZ format:
```
17
C5H6F4N2 | the Open Molecules 2025 dataset | ωB97M-V/def2-TZVPD
C 2.989 -1.335 -0.652
C 1.553 -1.175 -0.618
C 0.884 -0.050 -0.890
C -0.798 1.459 0.060
C -0.548 0.074 -0.496
N 3.592 -0.280 -0.152
N 2.991 0.766 0.068
F 0.961 -2.282 -0.150
F 1.408 0.970 -1.628
F 5.133 -0.571 0.205
F 3.384 1.469 1.207
H 3.496 -2.113 -1.105
H -0.145 1.660 0.827
H -1.811 1.431 0.427
H -0.709 2.151 -0.713
H -1.054 -0.289 -1.349
H -0.788 -0.661 0.242
```

## Properties
- E (hartree) = -702.81081
- energy relative to the best compared isomer or geometry (same formula, charge and spin) (kJ/mol) = 369.6
- HOMO-LUMO gap (spin up / spin down) (eV) = 8.30 / 8.30
- lowest unoccupied orbital energy (spin up / spin down) (eV) = -1.107 / -1.108

Here are the natural (NBO) charges for atoms 1 to 6, given in e: -0.05, 0.22, 0.42, -0.59, -0.47, 0.20

---

No. 7
The following is a DFT calculation (ωB97M-V/def2-TZVPD) of C5H6F4N2O in the gas phase in a non-equilibrium geometry.

The geometry in XYZ format:
```
18
C5H6F4N2O | the Open Molecules 2025 dataset | ωB97M-V/def2-TZVPD
C 0.238 0.582 -0.826
C 0.245 -1.334 1.317
C -1.032 -0.619 0.946
C 2.522 -0.195 -0.955
C -2.050 1.244 -0.270
N 1.133 -0.424 -0.838
N -0.892 0.389 -0.013
O 0.321 1.560 -1.537
F 1.068 -0.789 2.190
F 0.293 -2.643 1.341
F -1.588 -0.095 2.100
F -1.943 -1.570 0.565
H 2.818 0.818 -0.676
H 3.056 -0.925 -0.344
H 2.810 -0.388 -1.995
H -2.465 1.030 -1.255
H -2.806 1.075 0.491
H -1.727 2.283 -0.241
```

## Properties
- E (hartree) = -778.24808
- energy relative to the best compared isomer or geometry (same formula, charge and spin) (kJ/mol) = 282.8
- HOMO-LUMO gap (spin up / spin down) (eV) = 7.66 / 9.54
- lowest unoccupied orbital energy (spin up / spin down) (eV) = -1.540 / -0.481

Here are the natural (NBO) charges for atoms 1 to 6, given in e: 0.74, 0.79, 0.71, -0.45, -0.41, -0.39

---

No. 8
The following is a DFT calculation (ωB97M-V/def2-TZVPD) of C5H6F7N in the gas phase in a non-equilibrium geometry.

The geometry in XYZ format:
```
19
C5H6F7N | the Open Molecules 2025 dataset | ωB97M-V/def2-TZVPD
C 0.913 0.489 -0.038
C -0.474 0.840 -0.441
N -1.313 -0.206 0.168
C -2.749 -0.150 -0.281
F -2.773 -0.198 -1.660
C -3.570 1.035 0.138
F -3.663 1.080 1.454
F -4.746 1.097 -0.400
F -2.905 2.206 -0.249
C -3.471 -1.487 0.140
F -4.603 -1.604 -0.547
F -3.747 -1.564 1.429
F -2.667 -2.468 -0.190
H 1.718 0.613 -0.719
H 1.105 0.826 0.918
H 0.763 -0.552 0.052
H -0.663 1.833 -0.102
H -0.423 0.680 -1.468
H -1.260 -0.236 1.189
```

## Properties
- structure (SMILES) = CCNC(F)(C(F)(F)F)C(F)(F)F
- E (hartree) = -947.93460
- HOMO-LUMO gap (eV) = 11.29
- lowest unoccupied orbital energy (eV) = 0.870

Here are the natural (NBO) charges for atoms 1 to 6, given in e: -0.61, -0.23, -0.62, 0.33, -0.32, 0.93